No. 1
# C17H16N4O3S

C17H16N4O3S in the gas phase (wB97M-V/def2-TZVPD, OMol25).

XYZ file:
```
41
Properties=species:S:1:pos:R:3
C -0.087 -4.072 -0.524
S 0.684 -2.555 0.044
O 2.110 -2.685 -0.056
O 0.121 -2.151 1.302
N 0.208 -1.431 -1.151
N -0.750 -0.515 -0.742
C -2.026 -1.008 -0.625
O -2.318 -2.121 -1.023
C -3.004 -0.050 -0.086
C -4.333 -0.433 0.064
C -5.279 0.474 0.497
C -4.900 1.781 0.770
C -3.585 2.178 0.632
C -2.618 1.265 0.213
N -1.306 1.627 0.026
C -0.304 0.589 0.122
C 1.020 1.102 -0.339
C 1.247 1.923 -1.411
N 2.584 2.162 -1.534
C 3.254 1.492 -0.547
C 4.613 1.420 -0.268
C 4.998 0.645 0.804
C 4.061 -0.042 1.583
C 2.713 0.026 1.315
C 2.296 0.803 0.234
H 0.473 -4.414 -1.382
H -0.047 -4.789 0.285
H -1.109 -3.820 -0.784
H 1.015 -0.973 -1.556
H -4.596 -1.452 -0.174
H -6.308 0.172 0.616
H -5.638 2.497 1.101
H -3.292 3.195 0.851
H -1.026 2.515 0.417
H -0.208 0.205 1.158
H 0.537 2.354 -2.090
H 3.010 2.741 -2.238
H 5.336 1.948 -0.872
H 6.047 0.562 1.049
H 4.409 -0.642 2.409
H 1.999 -0.520 1.910
```

The energy above the lowest of the compared OMol25 structures with the same formula, charge and spin comes out at 50.1 kcal per mole. Its calculated total energy is -40826.9055 eV. The net charge is 0. As for the SMILES: CS(=O)(=O)NN1C(=O)c2ccccc2N[C@@H]1c1c[nH]c2ccccc12.

No. 2
# C25H21BrN5O4SSn

A molecular structure, C25H21BrN5O4SSn (wB97M-V/def2-TZVPD, OMol25).

XYZ file:
```
58
Properties=species:S:1:pos:R:3
Sn 0.010 -1.072 -0.976
O 3.425 -0.824 1.515
C 2.929 -0.942 2.773
C 3.840 -1.017 3.820
C 3.393 -1.157 5.122
C 2.033 -1.229 5.401
C 1.129 -1.147 4.358
C 1.559 -0.982 3.044
C 0.521 -0.810 1.969
O 0.857 -1.449 0.771
N 0.360 0.613 1.705
N -0.176 0.951 0.529
C -0.681 2.114 0.360
C -1.084 2.581 -0.949
Br -0.294 1.568 -2.339
C -1.832 3.643 -1.253
C -2.557 4.487 -0.298
C -2.720 5.841 -0.602
C -3.383 6.682 0.274
C -3.917 6.178 1.452
C -3.789 4.829 1.749
C -3.116 3.986 0.879
H 2.703 -0.987 0.893
H 4.894 -0.975 3.585
H 4.113 -1.226 5.925
H 1.685 -1.343 6.418
H 0.065 -1.207 4.559
H -0.424 -1.232 2.345
H 0.258 1.231 2.499
H -0.752 2.819 1.186
H -1.907 3.929 -2.296
H -2.311 6.233 -1.525
H -3.485 7.733 0.037
H -4.449 6.833 2.129
H -4.220 4.431 2.658
H -3.076 2.924 1.088
N -4.098 -2.771 -1.680
C -2.799 -2.418 -1.704
S -2.370 -1.118 -0.601
N -1.981 -3.089 -2.436
N -0.716 -2.544 -2.559
C 0.065 -3.221 -3.329
C 1.451 -2.923 -3.577
C 2.184 -3.766 -4.420
C 3.538 -3.574 -4.600
C 4.179 -2.545 -3.916
C 3.466 -1.692 -3.090
C 2.096 -1.848 -2.966
O 1.392 -0.896 -2.289
H -4.748 -2.341 -1.049
H -4.402 -3.525 -2.273
H -0.373 -4.082 -3.830
H 1.671 -4.582 -4.914
H 4.102 -4.230 -5.248
H 5.245 -2.408 -4.031
H 3.940 -0.876 -2.562
O -0.974 -3.967 1.598
C -0.470 -3.588 0.668
```

The energy above the lowest of the compared OMol25 structures with the same formula, charge and spin comes out at 0.0 kcal per mole. Its calculated total energy is -128608.4881 eV. The net charge is +1.